# C19H12AuFNSSe4

A molecular structure, C19H12AuFNSSe4 in a non-equilibrium geometry (ωB97M-V/def2-TZVPD, OMol25).

Each line ends with the natural charge from an NBO analysis.
Geometry (Å):
H: -1.2269 3.5258 1.1107  0.230
C: 0.2427 -2.6699 -0.1628  -0.306
Se: 2.8456 2.5346 4.2489  -0.070
Au: 1.4029 0.8639 1.3736  1.014
C: -1.8753 3.0929 0.3623  -0.278
C: -3.5133 1.9528 -1.6307  -0.213
C: 2.3749 -1.3199 -0.4496  -0.331
S: -2.0915 -0.4488 -1.3758  0.213
Se: 1.0564 1.1211 3.8432  -0.408
H: -4.1418 1.5142 -2.3905  0.201
H: 1.3006 -4.1099 2.8007  0.215
C: 1.0251 -3.3573 2.0751  -0.265
H: -0.5334 -3.0039 -0.8555  0.251
Se: 2.3524 4.2715 2.7636  -0.086
C: 1.5843 -2.4261 -1.0937  -0.273
C: -2.8576 3.8307 -0.2579  -0.205
F: 1.1200 -2.8538 -3.4294  -0.341
H: 0.4990 -4.7397 0.5527  0.208
H: 0.5407 1.1811 -1.6102  0.262
C: 0.5617 -3.7052 0.8556  -0.098
N: -0.7507 0.9312 0.4542  -0.723
H: 1.8582 -1.7255 3.2301  0.243
C: 0.6343 -0.7262 -2.5439  -0.256
C: 1.2446 -1.9908 2.3808  -0.120
H: 2.1360 -3.3663 -1.1677  0.243
C: -0.5528 -0.2122 -0.3352  0.023
C: 1.0937 -1.9603 -2.4082  0.392
Se: 2.3756 3.1090 0.7459  -0.428
C: 0.6936 -1.0279 1.5620  -0.248
H: -4.4323 3.8749 -1.7240  0.195
C: 0.6497 0.1298 -1.3285  -0.404
H: 0.2556 -0.3413 -3.4752  0.234
C: -0.0907 -1.3743 0.4744  0.179
H: 3.2217 -1.5977 0.1623  0.217
C: 1.8499 -0.0874 -0.4478  -0.161
H: -2.9948 4.8709 0.0041  0.201
C: -3.6735 3.2745 -1.2439  -0.286
C: -2.5159 1.2088 -1.0401  -0.279
C: -1.6687 1.7567 -0.0293  0.259

Results
* E_HOMO (alpha / beta): -0.1362 / -0.1245 hartree
* LUMO energy (alpha / beta): 0.327 / 0.153 eV
* total charge: -1
* energy: -11025.3620 hartree